Entry 1:
Density functional theory data (the ωB97M-V functional and the def2-TZVPD basis) for a structure of composition C8H22BNOPV at a distorted geometry.

For the LUMO energy, the calculation gives -10.1 eV. As for the net charge: +2. The gap between HOMO and LUMO is 4.28 eV.

Structure (XYZ):
```
35
C8H22BNOPV (the ωB97M-V functional and the def2-TZVPD basis)
C 0.94 -0.31 3.60
C 0.29 0.74 2.71
O 0.54 0.53 1.34
C -0.45 -0.20 0.66
B 0.38 -1.03 -0.57
C 1.50 -0.11 -1.32
C 0.95 0.93 -2.31
C 0.55 2.31 -1.75
N 1.36 2.85 -0.67
P -1.13 -1.74 -1.48
C -1.83 -3.18 -0.74
C -2.51 -0.68 -1.81
H 1.51 0.11 4.48
H 0.22 -0.97 4.07
H 1.64 -0.89 2.98
H 0.66 1.83 2.89
H -0.77 0.82 2.95
H -1.29 0.43 0.36
H -0.85 -1.00 1.30
H 0.93 -2.03 -0.16
H 2.13 -0.82 -1.86
H 2.15 0.35 -0.58
H 0.10 0.53 -2.86
H 1.73 1.10 -3.06
H -0.50 2.32 -1.45
H 0.61 3.02 -2.58
H 1.01 2.59 0.24
H 2.34 2.63 -0.76
H -1.08 -3.94 -0.56
H -2.70 -3.57 -1.26
H -2.16 -2.77 0.23
H -3.08 -0.60 -0.87
H -2.20 0.29 -2.17
H -3.17 -1.15 -2.54
V 2.18 1.61 3.55
```



Entry 2:
Density functional theory data (the ωB97M-V functional and the def2-TZVPD basis) for a structure of composition C8H22Br2F2N7NiO16S2 at a distorted geometry.

For the LUMO energy (spin up / spin down), the calculation gives -2.2 / -4.0 eV. The gap between HOMO and LUMO (spin up / spin down) is 7.20 / 6.44 eV. As for the expectation value of S²: 3.75. Its spin multiplicity is 4.

Structure (XYZ):
```
60
C8H22Br2F2N7NiO16S2 (the ωB97M-V functional and the def2-TZVPD basis)
Ni 2.49 0.05 2.47
N 1.28 1.11 1.42
S 0.98 2.50 0.64
O 0.20 3.52 1.26
O 0.93 2.43 -0.85
F 2.46 3.05 0.79
S -0.27 0.48 0.88
O -0.34 -0.30 -0.32
O -1.46 1.16 1.26
F -0.25 -0.71 1.93
C 0.33 -3.70 2.57
N 0.61 -5.18 2.84
O 0.88 -5.89 1.88
O 0.67 -5.47 4.09
H 1.10 -3.32 1.91
H 0.36 -3.13 3.50
H -0.67 -3.59 2.16
C -3.24 -1.50 2.47
N -4.25 -0.35 2.59
O -5.02 -0.48 3.54
O -4.32 0.55 1.74
H -3.11 -1.63 1.40
H -3.58 -2.39 2.99
H -2.41 -0.89 2.85
C 5.59 -1.61 0.76
N 4.61 -0.71 0.04
O 3.67 -0.24 0.65
O 4.89 -0.51 -1.11
H 6.17 -2.11 -0.02
H 4.80 -2.21 1.21
H 6.10 -1.08 1.57
C 1.58 -2.97 -1.07
N 1.54 -4.49 -1.05
O 0.83 -5.18 -1.79
O 2.46 -4.95 -0.32
H 0.89 -2.55 -0.34
H 1.18 -2.85 -2.08
H 2.59 -2.57 -0.96
C -3.07 3.95 1.28
N -3.79 5.07 2.00
O -4.48 5.84 1.30
O -3.57 5.28 3.18
H -3.45 3.06 1.80
H -2.00 4.16 1.27
H -3.55 3.93 0.30
C 1.60 2.95 -3.74
N 2.74 3.79 -3.17
O 2.45 4.92 -2.61
O 3.84 3.25 -3.12
H 0.78 3.50 -3.26
H 1.67 1.94 -3.34
H 1.63 3.13 -4.82
Br -1.72 -1.19 -5.22
C -1.92 0.17 -3.64
C -3.42 0.63 -3.48
Br -3.52 1.83 -1.89
H -1.16 0.91 -3.88
H -1.61 -0.34 -2.73
H -4.09 -0.22 -3.32
H -3.68 1.14 -4.41
```